Here is a molecular structure, C48H43AgF15GePS2 in a non-equilibrium geometry from the OMol25 dataset. Energies are from ωB97M-V with the def2-TZVPD basis set.

```
! wB97M-V def2-TZVPD RIJCOSX def2/J DEFGRID3
* xyz -2 1
Ag -1.146 -0.940 0.490
C -3.870 -0.267 0.711
C -4.571 -1.506 0.566
C -4.427 -2.233 1.789
C -3.664 -1.465 2.670
C -3.286 -0.268 2.010
C -2.711 0.919 2.666
C -3.401 -1.779 4.073
C -5.133 -3.469 2.164
C -5.411 -1.977 -0.575
C -4.005 0.897 -0.186
H -2.027 1.419 1.964
H -2.104 0.652 3.550
H -3.511 1.641 2.990
H -3.678 -2.823 4.274
H -4.033 -1.123 4.743
H -2.343 -1.593 4.336
H -4.432 -4.209 2.621
H -5.632 -3.936 1.299
H -5.967 -3.271 2.881
H -5.261 -3.059 -0.783
H -5.164 -1.438 -1.507
H -6.495 -1.776 -0.344
H -3.014 1.346 -0.454
H -4.676 1.670 0.268
H -4.451 0.607 -1.151
F 1.613 5.531 1.409
C 0.332 5.410 1.910
C -0.566 4.619 1.168
C -1.871 4.704 1.655
F -2.824 3.918 1.076
C -2.299 5.533 2.697
F -3.587 5.584 3.086
C -1.345 6.284 3.351
F -1.688 7.079 4.385
C -0.001 6.164 3.007
F 0.911 6.793 3.752
Ge -0.021 3.696 -0.509
S -0.532 1.657 -0.218
C -0.979 4.918 -1.799
C -1.976 4.460 -2.669
F -2.266 3.121 -2.710
C -2.760 5.302 -3.443
F -3.658 4.778 -4.300
C -2.532 6.685 -3.414
F -3.267 7.474 -4.188
C -1.490 7.150 -2.616
F -1.264 8.475 -2.531
C -0.662 6.269 -1.902
F 0.413 6.790 -1.230
C 1.903 3.767 -1.072
C 2.335 4.367 -2.276
F 1.453 4.574 -3.291
C 3.671 4.653 -2.536
F 4.099 5.385 -3.604
C 4.629 4.269 -1.609
F 5.922 4.559 -1.875
C 4.258 3.677 -0.425
F 5.178 3.326 0.486
C 2.903 3.440 -0.132
F 2.602 2.880 1.073
S 3.258 -0.210 0.221
C 4.819 -0.861 -0.246
C 5.168 -2.295 -0.483
C 6.585 -2.532 0.051
C 7.505 -1.545 0.066
C 7.155 -0.207 -0.184
C 5.819 0.092 -0.431
H 5.166 -2.343 -1.596
H 6.789 -3.509 0.472
H 8.547 -1.765 0.327
H 7.971 0.544 -0.299
H 5.495 1.089 -0.751
C -0.621 -4.128 1.893
C -0.410 -4.422 0.386
C 0.706 -5.483 0.318
C -1.733 -5.044 -0.082
P 0.097 -2.809 -0.454
C 1.884 -2.640 -0.077
C 2.309 -1.674 1.044
C 3.160 -2.434 2.027
C 4.094 -3.245 1.541
C 4.209 -3.439 0.037
C 2.853 -3.404 -0.616
C -0.222 -2.888 -2.288
C -1.693 -2.470 -2.468
C 0.624 -1.803 -2.964
C 0.100 -4.208 -2.969
H -0.929 -5.091 2.369
H -1.401 -3.345 2.088
H 0.279 -3.738 2.374
H 0.253 -6.431 0.706
H 1.583 -5.160 0.891
H 1.025 -5.696 -0.710
H -1.907 -5.881 0.636
H -1.668 -5.407 -1.116
H -2.551 -4.320 -0.001
H 1.439 -1.192 1.523
H 3.093 -2.173 3.087
H 4.829 -3.755 2.198
H 4.686 -4.374 -0.270
H 2.672 -4.036 -1.501
H -1.712 -1.383 -2.594
H -2.373 -2.673 -1.591
H -2.078 -2.905 -3.395
H 0.468 -0.811 -2.454
H 0.295 -1.743 -4.012
H 1.660 -2.067 -2.902
H -0.725 -4.966 -2.845
H 1.074 -4.568 -2.674
H 0.133 -3.968 -4.054
*
```

For the frontier orbital gap, the calculation gives 3.6 eV. The total energy is -6714.3212 a.u. The highest occupied orbital energy comes out at -0.060 eV. The LUMO energy is 3.569 eV.